Density functional theory data (ωB97M-V/def2-TZVPD) for a cluster of 2 separate species, C4H6N2O4 in total at a distorted geometry.

XYZ file:
```
16
Properties=species:S:1:pos:R:3
O -1.48 -1.71 -1.30
O -0.08 -2.12 0.91
O -1.06 0.26 -2.10
O -0.76 -0.61 2.26
N -1.08 -0.56 -1.17
N -0.43 -1.00 1.18
C 1.93 -0.97 -1.18
C -0.61 1.34 0.23
C -0.29 1.92 1.38
C -0.62 -0.02 0.07
H 1.61 -0.69 -2.22
H -1.02 1.90 -0.52
H 0.26 1.42 2.08
H 1.48 -1.76 -0.42
H -0.70 2.98 1.61
H 2.83 -0.37 -0.78
```

Output
- strongest force on any atom (eV/A) = 4.429
- LUMO energy (spin up / spin down) (Ha) = -0.01898 / -0.10262
- E (a.u.) = -566.10345
- highest occupied orbital energy (spin up / spin down) (Eh) = -0.3596 / -0.3335

Density functional theory data (ωB97M-V/def2-TZVPD) for an isolated molecule of C5H8O.

XYZ file:
```
14
Properties=species:S:1:pos:R:3
O -2.12 -0.60 -0.82
C 0.26 -0.48 -0.63
C -0.84 -0.75 -1.28
C 2.26 0.70 0.40
C 1.34 -0.45 0.12
C -2.26 0.15 0.37
H -1.48 -0.08 1.10
H 2.20 0.96 1.46
H 1.58 -1.38 0.64
H -0.83 -1.16 -2.29
H 2.02 1.58 -0.20
H 3.30 0.40 0.20
H -3.23 -0.10 0.79
H -2.21 1.22 0.14
```

Output
- strongest force on any atom (eV/A) = 0.287
- LUMO energy (Ha) = 0.03649
- SMILES string = CC=C=COC
- E (a.u.) = -270.46854
- highest occupied orbital energy (Eh) = -0.3166

Density functional theory data (ωB97M-V/def2-TZVPD) for an isolated molecule of C20H24ClN3O3S.

XYZ file:
```
52
Properties=species:S:1:pos:R:3
Cl -3.24 -0.09 -7.45
S -0.34 -1.49 3.88
O 2.98 -0.37 2.68
O -0.17 1.09 -1.63
O -0.49 3.12 5.18
N 1.79 -1.83 1.42
N 0.74 -0.94 -2.07
N -3.96 1.41 -4.97
C -1.28 -0.23 4.55
C -1.01 4.39 5.51
C 3.05 -2.50 1.10
C -1.98 0.75 -3.75
C -0.37 -0.73 -4.75
C -0.55 -1.34 0.51
C -1.12 -0.76 -5.91
C -0.05 0.12 -2.37
C -2.76 0.73 -4.91
C 1.90 -0.81 2.35
C -0.83 1.00 4.17
C -0.81 0.02 -3.66
C 2.91 -1.62 -1.23
C 0.68 -0.37 3.08
C -2.31 -0.04 -5.98
C 3.81 -1.77 -0.01
C 1.56 -1.01 -0.87
C 0.32 0.91 3.34
C 0.87 -1.81 0.26
C -1.46 2.29 4.58
H -1.83 4.30 6.23
H -1.03 -1.94 1.28
H 2.80 -3.51 0.78
H 1.68 0.02 -0.52
H -1.38 4.91 4.62
H -0.20 4.96 5.96
H 3.65 -2.55 2.00
H -2.29 2.11 5.28
H -0.59 -0.29 0.79
H 4.72 -2.32 -0.27
H 4.11 -0.79 0.37
H -2.11 -0.45 5.20
H -1.88 2.80 3.70
H 2.74 -2.60 -1.68
H -0.80 -1.32 -6.77
H 0.86 1.77 2.96
H 0.71 -1.75 -2.67
H 0.82 -2.86 -0.07
H -4.33 1.60 -5.89
H 3.39 -1.00 -1.99
H -2.29 1.35 -2.90
H -1.12 -1.46 -0.41
H -4.07 2.17 -4.32
H 0.57 -1.27 -4.72
```

Output
- strongest force on any atom (eV/A) = 0.132
- LUMO energy (Ha) = 0.02230
- SMILES string = COCc1csc(C(=O)N2CCC[C@@H](NC(=O)c3ccc(Cl)c(N)c3)[C@@H]2C)c1
- E (a.u.) = -2024.92446
- highest occupied orbital energy (Eh) = -0.3130

What is the strongest force on any atom in the third record?
0.132 eV/A

strongest force on any atom of number 2 (C5H8O)?
0.287 eV/A